## i
One molecule with the formula C3H7NS. Source: OMol25; level of theory: the ωB97M-V functional and the def2-TZVPD basis.

Output
SMILES string: N[C@H]1C[C@H]1S
Net charge: 0
Spin multiplicity: 1
Lowest unoccupied orbital energy, eV: 0.931

Each line ends with the Mulliken charge.
Atoms and positions in Å:
C (0.3071, -0.4669, 0.6677)  -0.202
C (-1.1156, -0.1046, 0.3877)  -0.629
C (-0.1156, -0.5499, -0.7076)  -0.111
H (2.1553, 0.4545, 0.9307)  0.239
H (0.8836, 1.4894, 0.9069)  0.268
H (0.5035, -1.3409, 1.1815)  0.384
H (-1.8670, -0.8249, 0.7250)  0.212
H (-1.4561, 0.9225, 0.4783)  0.270
H (-0.2431, -1.5407, -1.2303)  0.323
H (-0.6946, 0.8077, -2.5995)  0.115
N (1.2052, 0.5206, 1.1691)  -0.600
S (0.4374, 0.6333, -1.9096)  -0.269



## ii
A 2-piece molecular cluster, C3H7NS overall. Source: OMol25; level of theory: the ωB97M-V functional and the def2-TZVPD basis.

Output
Net charge: 0
Spin multiplicity: 1
Lowest unoccupied orbital energy, eV: -0.667

Each line ends with the Mulliken charge.
Atoms and positions in Å:
C (1.8604, -0.9272, -0.3027)  -0.673
C (1.3367, 0.2290, 0.5823)  -0.740
C (0.5022, 1.1826, -0.0867)  0.081
H (2.0856, -0.3603, -1.2358)  0.272
H (0.9247, -1.7320, -0.5856)  0.195
H (2.9207, -1.3339, 0.1655)  0.253
H (2.0798, 0.8967, 1.2044)  0.266
H (0.7117, -0.1305, 1.3908)  0.410
H (0.9679, 2.0783, -0.6051)  0.362
H (-3.0911, 0.2581, 0.7728)  0.152
N (-0.7321, 0.8398, -0.4327)  -0.363
S (-1.4794, -0.5288, 0.0478)  -0.214



Which of them is the most stable? Correct choice: i.



## i
A 2-piece molecular cluster, C3H7NS overall. Source: OMol25; level of theory: the ωB97M-V functional and the def2-TZVPD basis.

Output
SMILES string: C=C=N.CS
Net charge: 0
Spin multiplicity: 1
Lowest unoccupied orbital energy, eV: 0.877

Each line ends with the Mulliken charge.
Atoms and positions in Å:
C (1.6694, 0.4570, 0.3014)  0.575
C (1.4106, 1.6732, 0.7729)  -0.870
C (-1.7307, -1.0705, -0.1609)  -0.698
N (1.9022, -0.5098, -0.4158)  -0.455
S (-1.4715, 0.5538, -0.9045)  -0.220
H (2.1910, 2.2208, 1.2135)  0.268
H (0.4598, 2.1687, 1.0760)  0.231
H (-1.0231, 0.0717, -2.0178)  0.111
H (-0.8229, -1.6965, -0.1974)  0.237
H (-2.6429, -1.5749, -0.5724)  0.305
H (-2.1304, -0.8761, 0.8817)  0.240
H (2.1885, -1.4173, 0.0234)  0.277



## ii
A 3-piece molecular cluster, C3H7NS overall. Source: OMol25; level of theory: the ωB97M-V functional and the def2-TZVPD basis.

Output
Net charge: 0
Spin multiplicity: 1
Lowest unoccupied orbital energy, eV: -0.078

Each line ends with the Mulliken charge.
Atoms and positions in Å:
C (-1.0685, 0.9768, -0.0923)  -0.724
C (-0.7951, -0.6705, 0.0194)  -0.415
C (1.7543, -0.5295, 0.3489)  -0.200
H (-1.3448, 1.4080, -1.2338)  0.254
H (0.2152, 1.6394, 0.2478)  0.192
H (-2.0363, 1.8066, 0.8003)  0.273
H (-1.6595, -1.3218, -0.6226)  0.241
H (-1.0622, -1.1486, 0.9601)  0.344
H (0.8476, -0.4913, -1.2528)  0.297
H (1.3988, -0.8388, 1.3762)  0.277
N (0.6364, -1.0910, -0.4211)  -0.326
S (3.1141, 0.2606, -0.1301)  -0.213



## iii
C3H7NS as an isolated structure. Source: OMol25; level of theory: the ωB97M-V functional and the def2-TZVPD basis.

Output
Net charge: 0
Spin multiplicity: 1
Lowest unoccupied orbital energy, eV: 0.526

Each line ends with the Mulliken charge.
Atoms and positions in Å:
C (1.3901, 0.3616, -0.2276)  -0.560
C (0.0204, 0.1316, 0.2437)  -0.065
C (-1.0351, 1.1432, -0.0353)  -0.575
H (2.3594, -1.4094, -0.4417)  0.273
H (2.7620, -0.7001, 1.1183)  0.264
H (1.7166, 1.6034, -0.1306)  0.270
H (1.3007, 0.4702, -1.3048)  0.398
H (0.2490, 0.4446, 1.2483)  0.173
H (-1.1397, 1.9179, 1.1046)  0.277
H (-0.8182, 1.4063, -1.0459)  0.279
N (2.5266, -0.4498, 0.0309)  -0.611
S (-1.6480, -0.6502, -0.0406)  -0.122



## iv
One molecule with the formula C3H7NS. Source: OMol25; level of theory: the ωB97M-V functional and the def2-TZVPD basis.

Output
SMILES string: CN(C)C=S
Net charge: 0
Spin multiplicity: 1
Lowest unoccupied orbital energy, eV: 0.716

Each line ends with the Mulliken charge.
Atoms and positions in Å:
C (0.6827, -0.7525, -0.9185)  -0.879
C (0.3801, 1.1942, 0.7070)  -0.817
C (-1.3840, -0.4465, 0.2560)  -0.044
H (1.5768, -0.0852, -1.2780)  0.277
H (1.1377, -1.6286, -0.3494)  0.314
H (0.0843, -1.1683, -1.8075)  0.297
H (1.2088, 0.8234, 1.3938)  0.308
H (0.7773, 1.9886, 0.0554)  0.290
H (-0.3469, 1.6773, 1.3564)  0.304
H (-1.9864, 0.2556, 0.8750)  0.222
N (-0.1823, 0.0826, -0.0577)  0.073
S (-1.9480, -1.9406, -0.2325)  -0.345



Which of them is the most stable? Correct choice: iv.



## i
A 2-piece molecular cluster, C4H5FO2 overall. Source: OMol25; level of theory: the ωB97M-V functional and the def2-TZVPD basis.

Output
Net charge: 0
Spin multiplicity: 1
Lowest unoccupied orbital energy, eV: 0.618

Each line ends with the Mulliken charge.
Atoms and positions in Å:
C (0.1398, 0.6971, 0.3683)  0.381
C (-1.2190, 2.2106, -0.3220)  0.413
C (1.0763, -1.5350, 0.0549)  -1.131
C (-0.1804, -0.6675, -0.0740)  -0.240
O (1.0067, 1.1464, 1.0233)  -0.393
O (-1.0530, 3.0581, -1.1176)  -0.404
F (-2.3972, 2.0168, 0.3234)  -0.215
H (0.8398, -2.5803, -0.1181)  0.351
H (1.5080, -1.4289, 1.0469)  0.311
H (1.8215, -1.2192, -0.6716)  0.325
H (-0.9780, -1.0317, 0.5802)  0.284
H (-0.5645, -0.6664, -1.0936)  0.316



## ii
One molecule with the formula C4H5FO2. Source: OMol25; level of theory: the ωB97M-V functional and the def2-TZVPD basis.

Output
SMILES string: CO/C(C=O)=C\F
Net charge: 0
Spin multiplicity: 1
Lowest unoccupied orbital energy, eV: 0.392

Each line ends with the Mulliken charge.
Atoms and positions in Å:
C (-1.0748, -1.3675, -0.6742)  -0.684
C (0.4052, 0.2916, 0.3149)  0.685
C (0.3131, 1.2344, -0.6052)  -0.212
C (1.2110, 0.5212, 1.5179)  -0.164
H (-1.3909, -2.3426, -0.3266)  0.244
H (-2.0026, -0.7415, -0.7916)  0.294
H (-0.5522, -1.3652, -1.6495)  0.289
H (0.7702, 2.1446, -0.4076)  0.361
H (1.5739, 1.5942, 1.5226)  0.166
O (-0.2912, -0.8718, 0.4172)  -0.317
O (1.3680, -0.1880, 2.4722)  -0.436
F (-0.3297, 1.0907, -1.7901)  -0.226



Which of them is the most stable? Correct choice: i.